Below is a molecular structure, C31H59N3O4SeSi7TeW in a non-equilibrium geometry, with properties calculated with the ωB97M-V functional and the def2-TZVPD basis.

Structure (ORCA input):
```
! RIJCOSX wB97M-V def2-TZVPD def2/J DEFGRID3
* xyz 0 1
W -0.274 1.219 0.737
C 0.762 4.855 0.505
Si -1.009 4.439 1.127
C -1.518 5.889 2.257
C -2.139 4.498 -0.424
C -1.025 2.812 2.108
Si -2.719 2.121 2.683
C -3.069 2.200 4.556
C -3.063 0.213 2.395
C -4.221 2.985 1.873
Si 0.279 2.805 3.493
C 1.992 3.647 3.240
C -0.182 3.554 5.190
C 0.467 0.922 3.683
C 0.997 0.347 4.818
C 0.978 -1.023 5.038
C 0.305 -1.804 4.081
C -0.198 -1.214 2.962
N -0.089 0.134 2.648
H 0.716 5.509 -0.361
H 1.330 3.967 0.214
H 1.332 5.371 1.269
H -1.520 6.831 1.718
H -0.840 5.989 3.099
H -2.512 5.739 2.662
H -1.965 5.409 -0.989
H -3.193 4.476 -0.174
H -1.950 3.668 -1.100
H -2.321 1.676 5.138
H -4.028 1.744 4.777
H -3.115 3.222 4.907
H -2.407 -0.263 1.645
H -4.083 0.066 2.042
H -2.962 -0.353 3.319
H -4.121 4.064 1.904
H -5.122 2.732 2.424
H -4.372 2.689 0.839
H 1.906 4.720 3.382
H 2.470 3.468 2.282
H 2.675 3.278 4.003
H 0.658 4.105 5.598
H -0.471 2.810 5.924
H -1.004 4.249 5.082
H 1.435 1.010 5.549
H 1.417 -1.459 5.918
H 0.178 -2.866 4.230
H -0.745 -1.818 2.240
O -1.982 1.164 0.045
C -2.435 1.168 -1.224
C -1.578 1.439 -2.291
C -1.987 1.236 -3.625
C -1.098 1.442 -4.664
C 0.216 1.860 -4.418
C 0.624 2.122 -3.125
C -0.238 1.926 -2.051
O 0.147 2.199 -0.781
N -1.516 1.210 -6.000
O -2.671 0.833 -6.182
O -0.705 1.400 -6.901
H -3.471 0.885 -1.378
H -2.986 0.888 -3.834
H 0.886 1.973 -5.253
H 1.624 2.483 -2.922
C 4.133 -1.119 -1.904
Si 2.916 -2.203 -2.922
C 2.346 -1.172 -4.443
C 3.889 -3.728 -3.542
Si 1.028 -2.883 -1.639
Te 0.246 -0.836 -0.462
Si 1.729 -4.443 0.006
C 0.438 -4.741 1.397
C 2.128 -6.158 -0.750
C 3.302 -3.793 0.896
Si -0.776 -3.737 -2.919
C -1.668 -2.397 -3.962
C -0.182 -5.126 -4.097
C -2.073 -4.464 -1.696
H 4.921 -0.693 -2.518
H 4.607 -1.688 -1.112
H 3.605 -0.296 -1.430
H 2.811 -1.510 -5.363
H 2.588 -0.121 -4.319
H 1.272 -1.243 -4.576
H 4.699 -3.444 -4.205
H 3.241 -4.404 -4.084
H 4.317 -4.285 -2.719
H -0.527 -5.006 0.984
H 0.311 -3.835 1.977
H 0.735 -5.531 2.081
H 1.224 -6.705 -0.990
H 2.709 -6.771 -0.069
H 2.695 -6.050 -1.666
H 3.152 -2.766 1.216
H 4.160 -3.803 0.234
H 3.559 -4.373 1.777
H -1.083 -2.110 -4.829
H -1.814 -1.506 -3.359
H -2.642 -2.715 -4.323
H 0.479 -4.723 -4.856
H -1.006 -5.614 -4.608
H 0.371 -5.886 -3.559
H -2.319 -3.715 -0.949
H -1.674 -5.327 -1.176
H -2.996 -4.764 -2.183
Se 4.201 0.356 2.092
C 2.755 1.018 1.536
N 1.712 1.446 1.131
*
```

Values from the calculation:
F_max in eV/Å: 4.50
HOMO-LUMO gap (spin up / spin down) in eV: 5.16 / 5.18
Energy in Ha: -6444.9089
Highest occupied orbital energy (spin up / spin down) in eV: -6.58 / -6.58

Below is 6 unconnected molecules or ions with the total composition C31H59N3O8 in a non-equilibrium geometry, with properties calculated with the ωB97M-V functional and the def2-TZVPD basis.

Structure (ORCA input):
```
! RIJCOSX wB97M-V def2-TZVPD def2/J DEFGRID3
* xyz 0 1
C -3.700 0.576 -3.734
C -2.434 1.462 -3.415
N -1.657 0.915 -2.248
C -2.463 1.203 -1.066
C -2.454 2.555 -0.425
C -3.335 2.894 0.802
C -4.240 1.778 1.339
N -5.142 2.058 2.467
C -6.220 2.426 1.943
O -7.182 2.796 1.419
C -4.215 0.447 0.719
C -3.333 0.142 -0.474
C -3.560 -1.357 -0.859
O -3.271 -1.993 -1.833
N -4.318 -1.911 0.274
C -4.991 -0.867 1.042
O -5.958 -1.044 1.735
H -4.493 0.632 -2.930
H -4.196 0.869 -4.712
H -3.407 -0.507 -3.855
H -1.766 1.548 -4.314
H -2.820 2.512 -3.197
H -0.803 1.470 -2.117
H -1.819 3.391 -0.839
H -3.343 3.926 1.248
H -3.604 -2.454 0.770
C 2.905 4.585 -0.393
C 1.670 5.073 -1.129
O 0.458 4.797 -0.443
C 0.305 5.395 0.836
C 0.316 6.914 0.799
H 2.802 3.532 -0.124
H 3.793 4.706 -1.017
H 3.069 5.145 0.531
H 1.604 4.554 -2.087
H 1.744 6.142 -1.357
H 1.061 5.013 1.530
H -0.664 5.060 1.215
H 1.298 7.300 0.517
H 0.067 7.321 1.781
H -0.404 7.287 0.067
C 5.044 1.017 -0.510
C 4.456 0.425 -1.780
O 4.400 1.348 -2.860
C 5.642 1.866 -3.313
C 6.583 0.800 -3.848
H 4.535 1.947 -0.246
H 4.948 0.312 0.319
H 6.106 1.247 -0.629
H 3.425 0.123 -1.581
H 4.995 -0.481 -2.078
H 6.122 2.454 -2.523
H 5.406 2.563 -4.120
H 6.924 0.134 -3.053
H 7.465 1.261 -4.298
H 6.081 0.184 -4.597
C -6.606 -6.005 4.386
C -6.916 -5.232 5.656
O -5.851 -4.399 6.085
C -5.459 -3.370 5.190
C -6.560 -2.365 4.899
H -5.661 -6.545 4.484
H -7.402 -6.721 4.172
H -6.516 -5.341 3.524
H -7.093 -5.942 6.467
H -7.836 -4.648 5.546
H -5.065 -3.800 4.262
H -4.627 -2.849 5.669
H -7.376 -2.819 4.332
H -6.171 -1.532 4.312
H -6.985 -1.979 5.829
C 3.899 -3.878 -4.903
C 4.986 -3.014 -4.287
O 5.419 -3.471 -3.015
C 6.001 -4.764 -2.977
C 7.264 -4.885 -3.812
H 3.074 -4.018 -4.201
H 3.515 -3.415 -5.814
H 4.276 -4.868 -5.167
H 4.589 -2.007 -4.132
H 5.840 -2.911 -4.966
H 5.265 -5.523 -3.263
H 6.252 -4.955 -1.931
H 7.048 -4.799 -4.880
H 7.739 -5.854 -3.647
H 7.972 -4.094 -3.557
C -0.070 0.311 4.659
C -0.658 -0.272 3.387
O -0.713 0.653 2.312
C 0.523 1.160 1.868
C 1.462 0.091 1.335
H -0.577 1.241 4.928
H -0.168 -0.397 5.484
H 0.992 0.540 4.542
H -1.691 -0.573 3.583
H -0.121 -1.177 3.083
H 1.008 1.748 2.655
H 0.287 1.859 1.061
H 1.802 -0.576 2.130
H 2.344 0.550 0.884
H 0.959 -0.526 0.586
*
```

Values from the calculation:
F_max in eV/Å: 4.52
HOMO-LUMO gap in eV: 8.42
Energy in Ha: -1982.6014
Energy relative to the best compared isomer or geometry (same formula, charge and spin) in eV: 0.000
Highest occupied orbital energy in eV: -9.06
Structure (SMILES): CCNc1ccc(N=C=O)c2c1C(=O)NC2=O.CCOCC.CCOCC.CCOCC.CCOCC.CCOCC